[1]
The following is a DFT calculation (ωB97M-V/def2-TZVPD) of a molecular structure, C29H49BrN4O4SbSi3Ti in a non-equilibrium geometry.

Properties
Charge: -1
LUMO (alpha / beta) (eV): 1.87 / 1.86
Multiplicity: 3
HOMO-LUMO gap (alpha / beta) (eV): 2.322 / 4.896
Largest force on an atom (eV Å⁻¹): 3.812
ΔE to the lowest compared entry with this formula, charge and spin (kJ/mol): 573.2

Each line ends with the Mulliken spin population.
Element x y z (Å)
Ti -0.03272 -3.80981 2.46942  1.051
C -1.48694 -6.30415 5.39579  0.008
C -0.58537 -5.77427 4.34961  0.284
O -0.59678 -4.46871 4.15637  0.058
C 0.22407 -6.76622 3.76939  -0.100
C 1.00880 -6.63079 2.60771  0.320
C 1.78819 -7.77355 2.07810  -0.027
N 1.03799 -5.44883 1.97534  0.008
N 1.54627 -5.40791 0.72175  -0.055
C 1.63017 -4.22523 0.23594  0.123
O 1.07893 -3.24481 0.90305  0.010
C 2.23532 -3.96232 -1.09690  -0.033
C 1.99094 -2.71743 -1.69284  0.050
C 2.44422 -2.47113 -2.94787  -0.036
C 3.02665 -3.53730 -3.64925  0.074
C 3.27295 -4.78222 -3.08551  -0.034
C 2.87690 -5.01156 -1.79234  0.055
H -1.98247 -7.17902 5.00582  0.022
H -2.24239 -5.55254 5.74294  0.005
H -0.92026 -6.66844 6.30822  0.012
H 0.04007 -7.76954 4.20508  0.010
H 1.86956 -7.56936 1.00706  0.008
H 1.34901 -8.72682 2.32505  0.008
H 2.78448 -7.69153 2.46310  0.029
H 1.48835 -1.94019 -1.10923  0.014
H 2.50487 -1.46153 -3.31739  -0.004
H 3.32914 -3.37929 -4.70162  0.009
H 3.90960 -5.49479 -3.60285  -0.003
H 2.97256 -6.02430 -1.43337  0.012
N -3.20351 -1.33008 2.78713  0.018
C -2.27647 -2.31239 2.62188  0.002
O -1.04430 -2.04600 2.52940  -0.021
C -2.82336 -3.58949 2.06141  0.006
C -1.74626 -4.60648 1.51511  -0.011
H -2.92533 -0.41329 3.18357  -0.002
H -4.20871 -1.49011 2.85264  0.001
H -3.55615 -3.31713 1.30293  0.004
H -3.29071 -4.12324 2.89090  0.007
H -1.73407 -4.56338 0.39707  -0.002
H -2.03512 -5.62674 1.75259  0.000
O 3.27040 1.01234 4.24736  0.006
C 2.66279 -0.14796 4.07066  0.053
C 1.29041 -0.31622 4.43277  -0.029
C 0.78570 -1.55860 4.32394  0.022
N 1.49644 -2.60133 3.76185  0.006
C 2.78159 -2.47705 3.56182  0.072
Br 3.86653 -3.85719 2.94598  0.004
C 3.40396 -1.20480 3.45257  -0.016
H 2.83287 1.61796 4.80819  0.000
H 0.64124 0.52078 4.84070  0.001
H -0.13223 -1.75636 4.86922  0.000
H 4.41809 -1.20009 3.15686  -0.001
C -1.96416 4.90005 0.85206  0.000
Si -2.23761 5.46972 -0.86060  0.000
C -1.73963 7.34904 -0.95721  0.000
C -4.14719 5.41222 -1.25354  0.000
Sb -1.61163 3.53905 -2.55641  0.000
Si 1.12886 3.69619 -1.97244  0.000
C 1.75686 5.09898 -2.91166  0.000
C 1.80760 2.02596 -2.59691  -0.001
C 1.27790 3.85993 -0.15480  0.000
Si -1.49698 4.93969 -4.79090  0.000
C -3.11061 4.37305 -5.62314  0.000
C 0.10734 4.87615 -5.85261  0.000
C -1.66096 6.66593 -4.07867  0.000
H -2.87300 5.38183 1.25456  0.000
H -1.01029 5.23894 1.28524  0.000
H -2.02569 3.80241 1.10526  0.000
H -0.69216 7.54702 -1.36368  0.000
H -1.87079 7.88805 0.00503  0.000
H -2.35100 7.73440 -1.72894  0.000
H -4.72709 6.14644 -0.62874  0.000
H -4.60732 4.43346 -1.02586  0.000
H -4.27164 5.54313 -2.31406  0.000
H 2.30829 5.70383 -2.15612  0.000
H 1.03166 5.66852 -3.46750  0.000
H 2.45712 4.70238 -3.64234  0.000
H 1.03187 1.37339 -2.99268  0.000
H 2.16566 1.47109 -1.73156  0.001
H 2.56313 2.13731 -3.36293  0.000
H 1.14616 4.88841 0.01235  0.000
H 2.23612 3.62053 0.32229  0.000
H 0.59161 3.26463 0.42893  0.000
H -3.76417 5.13859 -6.02759  0.000
H -3.73144 4.06470 -4.80297  0.000
H -3.12306 3.53297 -6.25295  0.000
H 0.56614 3.88260 -5.86558  0.000
H 0.79965 5.62666 -5.42192  0.000
H -0.08185 5.12028 -6.85084  0.000
H -2.58895 6.89515 -3.53323  0.000
H -1.49924 7.40646 -4.83601  0.000
H -0.82548 6.76132 -3.30846  0.000

---

[2]
The following is a DFT calculation (ωB97M-V/def2-TZVPD) of 8 unconnected molecules or ions with the total composition C29H49NO21 in a non-equilibrium geometry.

Properties
Charge: 0
LUMO (eV): 0.28
HOMO-LUMO gap (eV): 10.141
Largest force on an atom (eV Å⁻¹): 8.520
ΔE to the lowest compared entry with this formula, charge and spin (kJ/mol): 274.1
SMILES string: C[C@H]1COC(=O)O1.C[C@H]1COC(=O)O1.C[C@H]1COC(=O)O1.C[C@H]1COC(=O)O1.COC(=O)OC.COC(=O)OC.COC(=O)OC.CCCC#N

Each line ends with the Mulliken charge.
Element x y z (Å)
C 2.38670 2.59272 5.35441  -1.365
C 2.82898 1.10175 5.23591  0.574
C 2.73786 0.29010 6.50830  -0.536
O 2.10610 -0.96903 6.10787  -0.395
C 1.95840 -0.92768 4.73586  0.608
O 1.63821 -1.87174 4.08163  -0.561
O 2.21721 0.24068 4.16648  -0.144
H 1.40707 2.67388 5.82304  0.420
H 2.19770 3.05340 4.42153  0.093
H 3.09716 3.11019 5.98941  0.454
H 3.86076 0.96266 4.93384  0.207
H 2.14456 0.75650 7.30292  0.346
H 3.69607 0.25328 6.93034  0.325
C -1.06646 5.52807 -0.93058  -1.207
C -1.77676 4.55505 -1.81314  1.122
C -2.74118 3.52504 -1.15323  0.631
O -4.02353 3.56790 -1.78619  -0.347
C -3.91736 4.51084 -2.69424  0.500
O -4.87226 4.88014 -3.39290  -0.620
O -2.60306 5.08315 -2.80591  -0.437
H -0.71264 6.40933 -1.57377  0.379
H -0.11491 5.01544 -0.60480  0.058
H -1.63965 6.00103 -0.11826  0.269
H -1.15986 3.83714 -2.35030  -0.101
H -2.83730 3.51676 -0.07236  0.215
H -2.26973 2.57522 -1.42141  -0.703
C -2.87526 -6.40135 -4.39073  -1.804
C -2.33063 -5.17523 -3.73344  0.703
C -1.76920 -4.22116 -4.72174  -0.452
O -2.34847 -3.05469 -4.40871  -0.246
C -3.35964 -3.14481 -3.49299  0.580
O -4.19958 -2.32826 -3.24434  -0.528
O -3.36090 -4.41492 -3.03355  -0.407
H -2.86096 -7.16892 -3.67400  0.457
H -2.24847 -6.62384 -5.21076  0.414
H -3.93843 -6.39238 -4.58841  0.362
H -1.64372 -5.49188 -3.01622  0.286
H -1.91830 -4.53099 -5.75537  0.401
H -0.69108 -4.38929 -4.57796  0.303
C 0.65078 1.25813 -2.54580  -1.198
C -0.00046 0.77757 -3.83548  0.483
C -1.08944 -0.34429 -3.46952  0.005
O -2.23781 0.42879 -3.44408  -0.107
C -2.04238 1.60594 -4.04607  0.523
O -2.97298 2.45990 -4.26444  -0.675
O -0.79909 1.80391 -4.37079  -0.294
H 0.11572 1.35521 -1.69081  -0.089
H 1.20753 2.17458 -2.56787  0.475
H 1.36763 0.50559 -2.19917  0.435
H 0.97924 0.59654 -4.36865  0.311
H -0.82670 -0.91197 -2.63159  -0.136
H -1.17475 -0.93692 -4.36248  0.291
C -0.20813 -0.03174 2.43651  -0.349
O -1.51139 -0.20441 2.10042  -0.408
C -1.94877 -0.38560 0.86223  0.301
O -0.91313 -0.42568 -0.15201  0.024
O -3.26311 -0.27445 0.64896  -0.429
C -3.85497 -0.17505 -0.66096  -0.158
H 0.43916 0.11840 1.62488  0.260
H -0.04806 -1.01606 2.98029  0.194
H -0.08969 0.86379 3.04160  0.089
H -4.41650 -1.15560 -0.79067  0.214
H -3.03267 0.03523 -1.25091  -0.163
H -4.68355 0.54062 -0.72841  0.354
C 3.29907 -1.21147 1.38463  0.079
O 4.52492 -1.02052 0.77802  -0.383
C 5.45019 -0.28674 1.37828  0.777
O 5.15028 0.36111 2.55603  -0.601
O 6.62056 -0.25581 0.78031  -0.334
C 7.67725 0.46169 1.29058  -0.615
H 3.02579 -0.47437 2.09681  -0.259
H 3.34114 -2.15857 1.77519  0.551
H 2.45924 -1.19156 0.67378  0.047
H 7.91830 0.05617 2.23752  0.317
H 7.50106 1.52865 1.35142  0.285
H 8.58185 0.36366 0.60886  0.206
C 2.77884 2.71915 0.98220  -0.469
O 1.95300 3.05309 2.07014  -0.315
C 0.64079 3.10481 1.84793  0.219
O 0.00288 2.78112 0.60985  0.367
O -0.04103 3.48613 2.89867  -0.294
C -1.44202 3.78871 2.67496  -0.650
H 2.41760 1.75639 0.69495  0.068
H 3.80406 2.70735 1.31877  0.153
H 2.59494 3.37110 0.17703  0.380
H -2.11783 2.94566 2.54192  0.251
H -1.61759 4.37618 1.79721  0.072
H -1.86518 4.24665 3.48397  0.456
C 0.01039 -3.24841 -0.05585  -1.766
C -1.37004 -3.65368 -0.62919  2.001
C -1.85343 -4.81872 -0.00662  -0.517
C -0.83362 -5.87906 0.25660  0.094
N -0.04776 -6.67111 0.49679  -0.498
H 0.09092 -3.17250 1.02380  0.394
H 0.37989 -2.35461 -0.49125  0.265
H 0.74021 -4.03864 -0.24830  0.638
H -1.39015 -3.68803 -1.68020  -1.046
H -2.08438 -2.80799 -0.37560  -0.476
H -2.63419 -5.24406 -0.61481  0.371
H -2.30984 -4.52821 0.97422  0.430